{
  "formula": "C46H39AsAuBrN2O6P",
  "method": "ωB97M-V/def2-TZVPD",
  "elements": ["Au", "O", "C", "O", "C", "C", "C", "C", "O", "C", "O", "C", "C", "H", "H", "H", "H", "H", "N", "C", "C", "C", "C", "C", "N", "H", "H", "H", "H", "H", "H", "Br", "C", "C", "C", "C", "C", "C", "C", "O", "O", "H", "H", "H", "H", "C", "C", "As", "C", "C", "C", "C", "C", "C", "C", "C", "C", "C", "C", "C", "P", "C", "C", "C", "C", "C", "C", "C", "C", "C", "C", "C", "C", "H", "H", "H", "H", "H", "H", "H", "H", "H", "H", "H", "H", "H", "H", "H", "H", "H", "H", "H", "H", "H", "H", "H", "H"],
  "xyz": [[-0.86560, -0.32290, -0.09670], [3.47750, 0.00400, -0.33670], [2.35030, 0.28510, -0.67380], [1.32970, -0.37000, -0.18960], [2.06850, 1.34280, -1.69610], [0.81030, 1.49110, -2.28270], [0.55110, 2.45170, -3.24810], [1.61260, 3.24180, -3.63070], [1.65330, 4.22460, -4.55470], [2.98320, 4.69640, -4.57530], [3.74260, 3.96190, -3.64450], [2.89480, 3.07750, -3.06620], [3.14460, 2.13620, -2.09890], [0.00500, 0.83690, -1.97980], [-0.42790, 2.57700, -3.67780], [2.99780, 5.76570, -4.31490], [3.40320, 4.56410, -5.58390], [4.11460, 2.00290, -1.65210], [-3.44370, -2.10200, -1.00320], [-3.89000, -0.86690, -0.68800], [-5.26570, -0.57850, -0.69730], [-5.68950, 0.68220, -0.35850], [-4.73740, 1.64470, -0.01440], [-3.40830, 1.29590, -0.02710], [-2.99010, 0.06400, -0.34880], [-4.06480, -2.76860, -1.42660], [-2.45280, -2.23230, -1.11650], [-5.95620, -1.35520, -0.97520], [-6.74170, 0.92610, -0.36500], [-5.03130, 2.64790, 0.24420], [-2.63220, 2.00540, 0.20970], [-1.74350, 0.59630, 2.83810], [-0.06490, 1.30340, 3.41460], [0.27070, 1.04180, 4.73700], [1.47310, 1.49860, 5.24060], [2.34080, 2.21010, 4.42720], [2.00360, 2.46000, 3.11080], [0.79420, 2.01680, 2.58820], [0.51480, 2.29130, 1.09020], [1.40500, 2.85490, 0.47600], [-0.59730, 1.88660, 0.68140], [-0.41750, 0.48620, 5.35890], [1.72890, 1.29930, 6.26960], [3.28210, 2.56680, 4.81500], [2.67880, 3.00150, 2.46480], [-0.50280, -3.96070, -0.05070], [-1.43360, -3.93030, 1.13830], [-2.47880, -5.61500, 1.35540], [-2.63510, -6.05010, -0.56080], [-1.70150, -6.80970, -1.25360], [-1.82130, -6.99420, -2.61990], [-2.86720, -6.40650, -3.31280], [-3.81480, -5.66220, -2.62950], [-3.70440, -5.49880, -1.25940], [-1.07400, -6.87730, 1.85070], [-1.35220, -8.22730, 1.63740], [-0.42190, -9.19910, 1.94950], [0.79130, -8.83490, 2.51220], [1.06130, -7.49990, 2.76710], [0.13030, -6.52600, 2.44670], [0.51050, -2.37630, -0.10350], [1.49270, -2.66910, -1.59390], [0.81120, -2.76740, -2.80490], [1.51660, -2.88150, -3.98770], [2.90260, -2.89730, -3.96470], [3.58250, -2.80890, -2.76070], [2.88410, -2.68380, -1.57280], [1.53860, -2.64940, 1.36230], [1.48000, -1.76120, 2.42730], [2.20700, -2.00200, 3.57760], [3.00990, -3.13010, 3.66200], [3.07810, -4.01330, 2.59510], [2.33900, -3.78600, 1.44990], [-1.05260, -4.07560, -0.99010], [0.20240, -4.79560, 0.01790], [-2.14070, -3.10150, 1.05020], [-0.87240, -3.76720, 2.06240], [-0.86790, -7.25990, -0.72890], [-1.09490, -7.59670, -3.14560], [-2.94550, -6.53270, -4.38170], [-4.64360, -5.22270, -3.16590], [-4.45530, -4.94590, -0.70590], [-2.30860, -8.50250, 1.20370], [-0.64650, -10.23720, 1.75360], [1.51690, -9.59410, 2.76140], [1.99930, -7.21440, 3.21980], [0.35200, -5.48780, 2.65960], [-0.27170, -2.74590, -2.82010], [0.98800, -2.95150, -4.92690], [3.45610, -2.97270, -4.88820], [4.66160, -2.82580, -2.74230], [3.41570, -2.58490, -0.63930], [0.87070, -0.87500, 2.33460], [2.14980, -1.31030, 4.40540], [3.58780, -3.31590, 4.55340], [3.71360, -4.88450, 2.65330], [2.39220, -4.47940, 0.62190]],
  "forces_ev_per_angstrom": [[2.68, 1.82, 0.11], [-0.87, -0.31, 0.34], [1.82, 2.47, -2.24], [-3.45, -2.18, 2.35], [-0.48, -0.59, -0.24], [0.57, -0.30, 0.43], [0.24, 0.35, -0.28], [0.65, -0.55, 0.72], [-0.55, -0.11, -0.04], [0.53, 1.05, -0.82], [0.43, -0.12, 0.30], [-1.06, -0.36, 0.01], [0.06, 0.39, -0.35], [-0.06, 0.05, -0.14], [-0.12, 0.01, -0.10], [-0.03, -0.28, 0.05], [-0.11, -0.06, 0.23], [0.14, 0.03, 0.04], [0.07, -0.07, 0.03], [-0.32, -0.34, -0.16], [0.17, 0.23, 0.00], [0.30, -0.16, 0.00], [0.15, -0.09, -0.12], [-0.30, 0.85, 0.20], [0.79, -1.15, 0.18], [0.08, -0.04, -0.01], [-0.03, -0.13, -0.12], [-0.12, -0.14, -0.04], [-0.05, -0.01, 0.02], [0.09, 0.10, 0.03], [0.12, 0.08, 0.13], [-0.16, -0.34, 0.60], [0.27, 0.11, 0.21], [-0.30, -0.13, -0.06], [0.05, 0.04, 0.03], [0.05, 0.00, -0.02], [0.04, -0.03, 0.22], [-0.40, -0.09, -0.75], [2.37, 0.48, 1.70], [-0.33, 0.14, -0.21], [-2.26, -1.09, -1.92], [0.01, -0.01, 0.04], [0.02, -0.02, 0.12], [0.09, 0.03, 0.07], [-0.08, 0.01, -0.11], [-0.54, 1.14, -0.02], [0.02, -0.29, 0.08], [-0.36, 0.05, 0.10], [0.17, 0.04, 0.29], [0.14, -0.02, 0.09], [0.00, -0.02, -0.13], [0.05, 0.00, -0.09], [-0.07, 0.06, -0.09], [0.01, 0.07, 0.28], [-0.07, 0.02, -0.10], [-0.21, 0.24, -0.12], [-0.03, -0.06, 0.03], [0.08, 0.00, 0.03], [0.07, -0.12, 0.07], [-0.14, 0.24, -0.18], [0.81, -1.92, -0.83], [-0.42, 0.48, 0.13], [-0.09, -0.06, -0.01], [-0.11, -0.03, -0.08], [0.02, 0.00, 0.01], [0.02, -0.09, 0.07], [0.05, 0.05, 0.12], [-0.28, 0.70, 0.27], [-0.09, 0.09, -0.16], [0.05, -0.06, 0.15], [-0.08, 0.09, -0.09], [0.07, -0.04, 0.10], [-0.24, -0.08, -0.37], [0.10, 0.00, 0.04], [0.22, 0.25, -0.10], [-0.12, -0.17, 0.09], [-0.09, -0.05, 0.02], [-0.01, 0.00, 0.00], [0.06, -0.02, -0.05], [-0.04, -0.05, -0.10], [-0.09, 0.01, -0.04], [-0.11, 0.01, -0.02], [0.06, -0.11, -0.01], [0.00, -0.08, 0.03], [0.09, -0.04, 0.02], [0.08, 0.02, 0.06], [0.07, 0.04, 0.01], [-0.07, 0.01, -0.08], [-0.03, 0.00, -0.05], [0.03, -0.02, -0.08], [0.07, 0.01, 0.00], [0.07, 0.11, 0.03], [0.00, 0.13, 0.17], [-0.01, 0.08, 0.00], [0.06, -0.03, 0.09], [0.04, -0.07, -0.02], [0.05, -0.10, 0.00]],
  "total_charge": 1,
  "multiplicity": 1,
  "homo_ev": -9.87,
  "gap_ev": 3.5515
}